ORCA calculation (ωB97M-V/def2-TZVPD) on a molecular structure, C21H36NO10Ti in a non-equilibrium geometry.

Each line ends with the Löwdin spin population.
Cartesian coordinates (Å):
Ti: 2.03060 18.02184 2.19582  2.608
C: -1.31836 17.58527 2.04095  0.027
C: -2.31321 17.13943 3.13269  0.003
C: -3.78630 17.47311 2.85713  0.001
C: -4.38921 16.49612 1.87250  0.000
C: -4.26193 15.07252 2.42357  0.000
C: -2.81736 14.70363 2.77567  0.000
N: -2.10778 15.73442 3.47176  0.002
O: -0.77295 15.46378 3.79074  0.008
C: -2.01356 14.22575 1.49788  0.000
C: -2.93536 13.47350 3.67966  0.000
C: -1.92785 17.94364 4.37878  0.001
H: -1.30356 18.67247 1.88878  0.003
H: -1.45878 17.07336 1.08512  0.001
H: -0.28984 17.36520 2.34779  0.021
H: -3.88742 18.45074 2.36868  0.000
H: -4.40425 17.53339 3.75508  0.000
H: -3.86051 16.55964 0.91662  0.000
H: -5.45716 16.68311 1.72951  0.000
H: -4.56756 14.32605 1.68510  0.000
H: -4.94786 14.97012 3.26586  0.000
H: -1.37431 14.93407 0.97175  0.000
H: -2.61290 13.75265 0.70609  0.000
H: -1.38706 13.42010 1.88452  0.000
H: -2.11018 13.30257 4.38170  0.000
H: -3.13993 12.50176 3.22041  0.000
H: -3.68245 13.55452 4.48363  0.000
H: -0.86182 18.00961 4.58785  0.001
H: -2.45395 17.50268 5.22736  0.000
H: -2.32429 18.96015 4.24264  0.000
C: -0.90412 20.99612 6.44814  0.000
C: 0.00801 21.69318 5.41822  0.001
C: 1.39859 22.08350 5.97842  0.001
O: 2.33443 21.49438 5.06680  0.005
C: 1.67312 20.61563 4.30472  0.016
O: 2.22154 19.81176 3.58870  0.093
O: 0.38401 20.76486 4.41140  0.008
H: -1.75350 20.51519 5.97109  0.000
H: -1.13439 21.68316 7.26056  0.000
H: -0.31285 20.19039 6.89506  0.000
H: -0.61618 22.47006 4.97627  0.000
H: 1.44217 21.53607 6.92414  0.000
H: 1.55253 23.12610 6.23462  0.000
C: -0.09338 12.19309 -0.84046  0.000
C: 0.77622 13.42291 -0.97833  0.000
C: 0.18747 14.71522 -1.59318  0.001
O: 0.86992 15.72884 -0.88188  0.005
C: 1.27554 15.22521 0.31761  0.010
O: 1.77367 15.90780 1.14970  0.064
O: 1.11148 13.89162 0.33806  0.003
H: -0.98068 12.65372 -0.38688  0.000
H: 0.19998 11.39281 -0.17236  0.000
H: -0.28501 11.87929 -1.86768  0.000
H: 1.63166 13.17463 -1.62043  0.000
H: -0.89938 14.80354 -1.47455  0.000
H: 0.32693 14.87286 -2.66282  0.000
C: 3.19904 22.55772 -2.17391  0.000
C: 2.15117 21.46914 -2.23131  0.001
C: 2.62057 20.14994 -2.91275  0.001
O: 2.33255 19.12923 -1.96890  0.008
C: 2.01506 19.66380 -0.79874  0.023
O: 1.92194 19.03421 0.22522  0.072
O: 1.95545 20.97364 -0.90344  0.008
H: 3.08370 23.18979 -1.29991  0.000
H: 3.31388 23.12888 -3.09872  0.000
H: 4.18449 22.08089 -2.19721  0.000
H: 1.14160 21.81696 -2.46542  0.000
H: 3.69299 20.13017 -3.12537  0.000
H: 2.22682 19.99283 -3.91799  0.000

Computed properties:
LUMO level (spin up / spin down) ... 0.2 / 0.1 eV
Energy above the lowest of the compared OMol25 structures with the same formula, charge and spin ... 329.9 kJ/mol
HOMO-LUMO gap (spin up / spin down) ... 3.90 / 3.84 eV
Spin multiplicity ... 4

ORCA calculation (ωB97M-V/def2-TZVPD) on 2 unconnected molecules or ions with the total composition C4H2N4O5 in a non-equilibrium geometry.

Each line ends with the Mulliken charge.
Cartesian coordinates (Å):
C: -0.85607 -2.05085 -0.84335  0.293
C: 1.28105 -0.80245 0.46886  0.446
C: -1.53685 -0.80175 -0.67993  0.304
C: 0.55348 0.37357 0.48948  -0.349
N: -0.16409 -2.94366 -1.00025  -0.346
N: 1.88933 -1.78127 0.62111  -0.450
N: 0.40327 1.31923 -0.40857  0.816
N: 0.19722 0.67224 1.90603  0.948
O: -0.08987 2.39891 -0.27680  -0.605
O: -0.52048 -0.12180 2.48866  -0.511
O: 0.87701 0.94665 -1.68677  -0.334
O: 0.74558 1.65492 2.34962  -0.501
O: -1.52369 0.06260 -1.47667  -0.351
H: -2.23248 -0.71589 0.29627  0.248
H: 0.97658 1.78954 -2.24769  0.392

Computed properties:
LUMO level (spin up / spin down) ... -1.9 / -1.9 eV
Energy above the lowest of the compared OMol25 structures with the same formula, charge and spin ... 300.1 kJ/mol
HOMO-LUMO gap (spin up / spin down) ... 8.77 / 8.77 eV

ORCA calculation (ωB97M-V/def2-TZVPD) on a molecular structure, C39H34ClHgN3SSi2 in a non-equilibrium geometry.

Each line ends with the Mulliken charge.
Cartesian coordinates (Å):
C: 1.42202 0.06729 1.52978  -0.367
C: 1.88369 -0.31466 0.22664  -1.201
C: 1.64634 0.78200 -0.65814  -0.204
H: 2.31599 -1.28729 -0.03700  0.415
C: 1.02248 1.82593 0.09086  -0.398
C: 0.87789 1.37891 1.44183  -1.031
H: 0.41853 1.95381 2.25276  0.476
H: 1.45198 -0.55088 2.43448  0.549
H: 1.88298 0.80423 -1.72562  0.563
H: 0.69543 2.79293 -0.30970  0.496
Hg: -2.29809 -0.59712 -1.42280  1.282
Si: -1.24209 -0.06386 -4.25903  -1.657
C: -0.38904 -1.66177 -4.63391  1.261
C: -1.06601 -2.69885 -5.28244  -0.390
H: -2.11204 -2.58194 -5.56362  0.269
C: -0.36434 -3.84754 -5.62850  -0.533
H: -0.86345 -4.63098 -6.19687  0.433
C: 0.97081 -3.98006 -5.23362  -0.533
H: 1.51330 -4.89595 -5.47640  0.376
C: 1.59525 -2.98245 -4.48492  -0.747
H: 2.62860 -3.08192 -4.15780  0.446
C: 0.90668 -1.82107 -4.14161  -0.252
H: 1.38570 -1.04467 -3.54336  0.395
C: 0.01316 1.28338 -3.86518  1.841
C: 1.15767 1.43663 -4.66661  0.067
H: 1.44940 0.67123 -5.38761  0.181
C: 1.87581 2.64026 -4.64300  -0.892
H: 2.72966 2.76382 -5.30881  0.399
C: 1.46963 3.69212 -3.82295  -0.902
H: 2.00051 4.65296 -3.84557  0.364
C: 0.36619 3.53433 -2.98007  -0.306
H: 0.01935 4.36429 -2.36274  0.418
C: -0.33089 2.31984 -2.97953  0.524
H: -1.21531 2.22794 -2.34450  -1.000
H: -2.29069 -0.61883 -3.16022  0.230
Si: -2.16974 0.77573 -6.09249  0.068
C: -1.66202 2.42849 -6.96046  0.448
C: -1.14821 2.49357 -8.28359  -0.398
H: -1.27744 1.64152 -8.96170  0.395
C: -0.40987 3.59284 -8.73275  -0.550
H: 0.10218 3.55279 -9.69725  0.391
C: -0.29142 4.73696 -7.93985  -0.542
H: 0.29511 5.59676 -8.28266  0.355
C: -0.93608 4.75061 -6.69992  -0.452
H: -0.87078 5.65100 -6.08992  0.385
C: -1.63729 3.63383 -6.23538  -0.288
H: -2.15851 3.68304 -5.27925  0.252
C: -1.52305 -0.39771 -7.55824  -0.075
C: -0.14931 -0.54726 -7.74443  0.633
H: 0.54549 0.11303 -7.22124  0.417
C: 0.33812 -1.54982 -8.59604  -0.818
H: 1.41950 -1.68595 -8.69546  0.402
C: -0.57065 -2.34015 -9.31294  -0.543
H: -0.18747 -3.10588 -9.99212  0.355
C: -1.94927 -2.14294 -9.17775  -0.548
H: -2.65286 -2.74218 -9.76214  0.369
C: -2.42467 -1.15937 -8.30081  -0.748
H: -3.48491 -0.96648 -8.18108  0.381
H: -3.04753 -0.41553 -5.38321  -0.189
Cl: -3.33412 1.83223 -4.19155  -0.361
N: -2.45168 -0.04485 2.83290  -0.007
C: -1.84174 -1.29455 2.91081  0.886
C: -1.21048 -1.92210 3.97201  -0.909
C: -0.36742 -3.00196 3.66725  -0.510
C: -0.17521 -3.41376 2.34010  -0.656
C: -0.81145 -2.77063 1.27755  -0.708
C: -1.65365 -1.70089 1.58247  0.452
N: -2.16141 -0.71302 0.74249  -0.272
C: -2.59754 0.30397 1.52554  0.256
C: -2.92344 1.62775 0.99898  -0.333
C: -3.18478 2.79991 1.70861  -0.272
S: -3.32476 4.13824 0.62591  -0.147
C: -3.06002 3.06411 -0.71418  -0.213
N: -2.86869 1.80125 -0.37946  -0.002
H: -2.69621 0.54986 3.61481  0.244
H: -1.37073 -1.55303 4.98417  0.397
H: 0.16808 -3.53408 4.46038  0.372
H: 0.48529 -4.26137 2.14580  0.372
H: -0.67715 -3.06077 0.23801  0.372
H: -3.29860 2.85823 2.78824  0.373
H: -3.04948 3.42525 -1.74282  0.395

Computed properties:
LUMO level ... -2.2 eV
Energy above the lowest of the compared OMol25 structures with the same formula, charge and spin ... 0.0 kJ/mol
HOMO-LUMO gap ... 3.53 eV

ORCA calculation (ωB97M-V/def2-TZVPD) on a gas-phase ion, C24H26F2NO4 (charge +1) in a non-equilibrium geometry.

Each line ends with the Mulliken charge.
Cartesian coordinates (Å):
C: -3.68371 -0.61175 4.03242  -1.304
C: -2.51596 0.36618 4.03043  -0.229
O: -1.23202 -0.30631 3.79567  -0.508
C: -0.75286 -0.13964 2.53129  0.228
C: -1.33412 -0.82458 1.50792  -0.608
C: -0.89969 -0.72996 0.17956  1.246
C: -1.67609 -1.52387 -0.83617  -1.386
O: -0.98305 -1.88443 -2.00300  -0.430
C: -0.65399 -0.87873 -2.89632  -0.300
C: -1.48912 0.20155 -3.11120  -0.136
C: -1.17955 1.21603 -4.00272  0.566
C: -2.11259 2.38163 -4.19470  -1.518
C: 0.00395 1.10051 -4.71177  -1.084
C: 0.81837 -0.00146 -4.52623  -0.576
C: 0.53232 -1.01388 -3.62100  0.941
C: 1.47286 -2.22073 -3.53141  0.897
C: 2.84603 -1.92292 -4.15383  -1.727
C: 1.70047 -2.79845 -2.12575  -1.285
C: 0.16550 0.07625 -0.10920  -0.355
C: 0.80683 0.79781 0.89945  -0.350
C: 1.90298 1.63473 0.56693  -0.751
C: 2.50695 2.32156 1.55597  -0.164
F: 3.54322 3.10929 1.38288  -0.258
N: 2.06024 2.21851 2.84247  0.437
F: 2.74271 2.95056 3.74016  -0.197
C: 1.02929 1.47036 3.24374  0.240
C: 0.70825 1.53109 4.70043  -0.371
C: 1.45949 0.49650 5.54500  0.467
O: 1.90665 0.79934 6.58547  -0.454
O: 1.52060 -0.76943 5.04056  -0.460
C: 0.36194 0.72107 2.25738  0.676
H: -3.32219 -1.62976 3.96727  0.323
H: -4.26363 -0.48580 4.93823  0.371
H: -4.31685 -0.41495 3.17367  0.340
H: -2.62192 1.14228 3.27669  0.384
H: -2.40964 0.86552 4.98935  0.401
H: -2.17209 -1.46428 1.73739  0.480
H: -1.96864 -2.45970 -0.36689  0.582
H: -2.60803 -0.98648 -1.02138  0.332
H: -2.42326 0.27342 -2.57410  0.282
H: -2.54307 2.40409 -5.18781  0.369
H: -1.56160 3.29965 -4.00298  0.355
H: -2.89054 2.34046 -3.43863  0.333
H: 0.29607 1.86152 -5.41999  0.430
H: 1.70010 -0.04034 -5.14121  0.303
H: 1.03242 -2.99852 -4.15611  0.351
H: 2.80850 -1.83814 -5.23273  0.375
H: 3.52823 -2.72304 -3.88896  0.404
H: 3.26669 -1.01945 -3.71314  0.435
H: 2.52624 -3.50046 -2.15880  0.485
H: 1.84638 -2.04197 -1.36339  0.237
H: 0.83497 -3.38207 -1.83145  0.263
H: 0.52984 0.16386 -1.11987  0.309
H: 2.23513 1.69978 -0.45456  0.730
H: -0.35114 1.46755 4.87712  0.037
H: 1.01899 2.49375 5.08907  0.483
H: 2.25316 -0.79377 4.40873  0.360

Computed properties:
SMILES ... CCOc1cc(COc2cc(C)ccc2C(C)C)cc2cc(F)[n+](F)c(CC(=O)O)c12
LUMO level ... -4.7 eV
Energy above the lowest of the compared OMol25 structures with the same formula, charge and spin ... 0.0 kJ/mol
HOMO-LUMO gap ... 6.25 eV
Total charge ... +1

ORCA calculation (ωB97M-V/def2-TZVPD) on 2 unconnected molecules or ions with the total composition Br3H2PSi in a non-equilibrium geometry.

Each line ends with the Mulliken charge.
Cartesian coordinates (Å):
Si: -3.97549 -0.48952 0.30896  0.456
P: 0.17594 0.16753 0.96350  -0.069
Br: -4.94412 0.57378 2.00690  -0.156
Br: -5.30145 -0.07112 -1.42688  -0.184
Br: -3.93782 -2.66021 0.72717  -0.142
H: -0.39495 0.91031 1.93638  0.040
H: -0.04425 1.17954 -0.03007  0.055

Computed properties:
LUMO level (spin up / spin down) ... -1.5 / -2.3 eV
Energy above the lowest of the compared OMol25 structures with the same formula, charge and spin ... 242.8 kJ/mol
HOMO-LUMO gap (spin up / spin down) ... 7.30 / 6.90 eV

ORCA calculation (ωB97M-V/def2-TZVPD) on a molecular structure, C3H4CrLiO4 in a non-equilibrium geometry.

Each line ends with the Löwdin spin population.
Cartesian coordinates (Å):
O: 0.46432 0.70353 0.34611  0.004
C: 1.56388 -0.05944 -0.01267  0.012
C: -0.77732 0.36422 0.06588  0.000
O: 2.49095 0.65312 -0.43643  0.035
O: 1.43765 -1.27638 -0.05900  0.007
C: -1.78262 -0.04360 0.88948  0.001
Cr: 3.49795 2.11672 -0.28606  3.941
H: -2.75481 0.43916 0.78227  0.000
H: -1.49361 -0.09678 1.94140  0.000
Li: 1.95262 -2.87676 0.69041  0.000
O: -1.10237 -0.05547 -1.23020  0.000
H: -1.38865 0.68491 -1.81071  0.000
H: -2.10798 -0.55323 -0.88047  0.000

Computed properties:
LUMO level (spin up / spin down) ... -15.0 / -13.8 eV
Energy above the lowest of the compared OMol25 structures with the same formula, charge and spin ... 0.0 kJ/mol
HOMO-LUMO gap (spin up / spin down) ... 6.59 / 7.73 eV
Total charge ... +3
Spin multiplicity ... 5